Here is a 2-piece molecular cluster, BrClFNO overall from the Open Molecules 2025 dataset. Energies are from wB97M-V/def2-TZVPD.

Net charge ... 0
SMILES ... ClBr.O=NF
Energy above the lowest of the compared OMol25 structures with the same formula, charge and spin ... 1.25 kcal/mol
Energy ... -88816.437 eV

Positions of all 5 atoms, in Å:
N: -1.65087 -0.37650 0.69948
O: -0.94930 0.49740 0.96579
F: -1.90345 -0.45185 -0.72828
Cl: 2.01152 1.02297 0.06493
Br: 2.49211 -0.69201 -1.00192

Atomic forces in eV per Å
1.1 1.2 1.1
-1.3 -1.4 -0.8
0.1 0.2 -0.3
-0.2 1.1 0.6
0.3 -1.1 -0.7